This record from OMol25 describes a 13-piece molecular cluster, C72H175N13O13 overall. The level of theory is wB97M-V/def2-TZVPD.

Last column: Mulliken charge in e.
Element x y z (Å)
C -3.96163 -3.54313 -1.34506  -1.21
C -5.31423 -3.73639 -2.04478  1.54
C -5.42037 -3.22371 -3.44524  -1.19
O -5.29073 -1.77377 -3.34379  -0.03
C -6.49119 -1.08284 -3.00643  -0.65
N -5.71092 -5.10637 -1.84552  -0.82
H -4.20994 -3.83170 -0.32369  0.48
H -3.51018 -2.55101 -1.34652  -0.05
H -3.31786 -4.22276 -1.90341  0.26
H -6.04194 -3.19455 -1.44066  -0.25
H -6.36632 -3.49659 -3.91302  0.38
H -4.62917 -3.64474 -4.06556  0.22
H -6.40789 -0.25198 -2.30584  0.00
H -7.25970 -1.69534 -2.53488  0.39
H -6.99080 -0.69691 -3.89500  0.32
H -6.65054 -5.19945 -2.20403  0.33
H -5.93914 -5.19267 -0.86543  0.30
C 0.80054 3.82211 0.97172  0.16
C 2.05748 4.55480 1.62908  -0.31
C 1.71403 5.54459 2.84379  -0.64
O 2.88699 6.14377 3.44813  -0.43
C 2.65022 7.11792 4.43580  -0.89
N 2.90279 3.50713 2.14032  -0.60
H 0.01004 4.52558 0.71030  0.15
H 0.41355 3.27726 1.83281  -0.46
H 1.06878 3.16865 0.14156  0.25
H 2.72418 5.10291 0.96335  0.57
H 1.21229 5.00805 3.64909  -0.10
H 1.03942 6.27791 2.40193  0.67
H 2.75336 8.13831 4.06665  0.32
H 3.28371 6.97202 5.31074  0.33
H 1.72089 6.93572 4.97547  0.34
H 3.57991 3.96440 2.73404  0.23
H 3.44261 3.30204 1.31169  0.19
C 2.23573 -0.00472 -0.01352  -1.00
C 0.87843 -0.46213 -0.65183  1.80
C -0.38505 0.34175 -0.21334  -1.58
O -1.62048 -0.26048 -0.55946  0.51
C -2.74890 0.49203 -0.15675  -0.65
N 0.97049 -0.64256 -2.07022  1.42
H 2.07977 0.02591 1.06483  0.01
H 2.52672 0.97725 -0.38655  -0.01
H 3.04721 -0.64086 -0.36699  -0.01
H 0.59542 -1.48817 -0.41676  -0.30
H -0.27269 1.35272 -0.60506  0.31
H -0.50182 0.39374 0.86914  0.61
H -2.84910 1.44481 -0.67663  0.23
H -2.76062 0.69924 0.91332  -0.05
H -3.68215 0.00525 -0.43992  0.12
H 1.54174 -1.47171 -2.14954  -1.67
H 0.10065 -1.10900 -2.28450  -0.45
C 4.45949 1.50463 -5.56996  -1.77
C 4.00657 0.85420 -4.25372  1.00
C 3.60857 1.84227 -3.20369  -0.13
O 4.62989 2.66591 -2.63054  -0.20
C 4.36809 4.05340 -2.36719  -0.78
N 2.92341 -0.07521 -4.58423  -0.32
H 5.15953 2.30460 -5.32896  0.34
H 3.59227 1.90543 -6.09472  0.35
H 4.88863 0.88277 -6.35560  0.41
H 4.84386 0.23235 -3.93695  -0.17
H 3.16478 1.12475 -2.51356  -0.44
H 2.82322 2.45771 -3.64250  0.58
H 5.16724 4.64740 -1.92377  0.25
H 3.61369 4.15067 -1.58647  0.20
H 4.10117 4.47182 -3.33764  0.37
H 2.64455 -0.66588 -3.81387  -0.22
H 2.10760 0.51936 -4.61660  0.32
C -3.27033 -0.68299 5.71897  -1.83
C -3.97582 -0.41716 4.37415  1.10
C -3.44772 -1.33255 3.22986  -0.71
O -2.01154 -1.14105 3.02046  0.07
C -1.27077 -2.16122 2.31642  -0.30
N -5.40443 -0.56858 4.46462  -0.47
H -3.75847 -0.03567 6.44753  0.47
H -2.19385 -0.53449 5.63389  0.23
H -3.26636 -1.69111 6.13343  0.41
H -3.65362 0.59183 4.11679  -0.70
H -3.90523 -1.23751 2.24510  0.23
H -3.60760 -2.36526 3.53977  0.68
H -0.23989 -1.86290 2.12563  -0.49
H -1.73436 -2.49034 1.38644  0.06
H -1.31330 -2.93470 3.08324  0.72
H -5.89294 -0.64473 3.58391  0.21
H -5.38338 -1.53525 4.75653  0.38
C -2.17773 3.20623 2.90073  -0.04
C -3.48451 3.92066 2.52223  -0.18
C -3.21218 4.90946 1.27954  -0.92
O -2.05976 5.70509 1.49259  -0.25
C -1.90667 6.66692 0.53675  -0.93
N -4.50547 3.04704 2.10708  -0.20
H -2.39429 2.54229 3.73762  0.33
H -1.28956 3.74698 3.22757  0.12
H -1.92016 2.61926 2.01913  -0.37
H -3.71068 4.56951 3.36836  0.22
H -4.07749 5.55209 1.11712  0.59
H -3.06829 4.40102 0.32619  0.33
H -1.67825 6.42565 -0.50137  0.31
H -1.07718 7.22304 0.97352  0.28
H -2.70314 7.41020 0.50102  0.41
H -5.27516 3.51101 1.64619  0.24
H -4.94488 2.54299 2.86401  0.23
C -0.14325 -3.85604 -3.18084  -1.11
C 0.64260 -3.09931 -4.28083  2.89
C 2.15346 -3.35970 -4.07530  -2.03
O 2.62454 -2.90236 -2.81346  1.11
C 3.98863 -3.18731 -2.61342  -0.76
N 0.14264 -3.42679 -5.59495  -0.66
H -1.19948 -3.73279 -3.42016  0.21
H 0.08858 -3.45470 -2.19429  -0.14
H 0.03894 -4.92893 -3.24259  0.35
H 0.51935 -2.03131 -4.10115  -1.18
H 2.70492 -3.02965 -4.95568  0.41
H 2.26354 -4.44283 -4.02223  0.55
H 4.58411 -2.61216 -3.32244  0.29
H 4.18444 -4.25957 -2.61685  0.45
H 4.03300 -2.80316 -1.59433  -0.27
H -0.84848 -3.23338 -5.61477  0.18
H 0.49268 -2.88814 -6.37433  0.41
C -2.06590 -0.06433 -3.92840  0.96
C -1.25059 0.06840 -5.22327  0.84
C -2.08297 0.50424 -6.56437  -0.63
O -2.90876 -0.58093 -7.06291  -0.40
C -2.44938 -1.96174 -6.92428  0.11
N -0.18042 1.00697 -4.94596  -0.56
H -2.53920 -1.03769 -3.79936  0.07
H -2.83469 0.70667 -3.87700  -0.68
H -1.37460 0.09360 -3.10059  -0.32
H -0.81061 -0.92108 -5.34762  -0.23
H -1.44566 0.95220 -7.32678  0.34
H -2.79442 1.28232 -6.28774  0.12
H -3.25329 -2.66110 -7.15389  0.35
H -2.18754 -2.19897 -5.89313  -0.56
H -1.60680 -2.12403 -7.59646  0.30
H -0.50820 1.95957 -5.01807  0.31
H 0.02981 0.90946 -3.96290  -0.08
C -8.21338 -2.04905 4.38889  -1.62
C -7.91101 -2.76860 3.10376  0.44
C -8.05344 -1.87607 1.88195  -0.81
O -7.04899 -0.88591 1.99141  -0.36
C -6.74182 -0.18833 0.76598  -0.48
N -6.63785 -3.47789 3.10898  -0.55
H -9.23918 -1.69549 4.49301  0.40
H -7.64092 -1.12227 4.42697  0.27
H -7.98946 -2.63914 5.27757  0.35
H -8.69932 -3.51324 2.99346  0.51
H -9.08602 -1.52892 1.84507  0.43
H -8.00677 -2.48868 0.98160  0.32
H -6.10261 0.61854 1.12440  0.01
H -7.64743 0.35120 0.48871  0.50
H -6.38612 -0.86943 -0.00712  0.08
H -6.81141 -4.08860 2.32348  0.30
H -5.90080 -2.89749 2.73481  0.09
C 4.12954 0.38509 3.51166  -1.30
C 3.50947 0.44975 4.83663  2.07
C 4.64283 0.33724 5.84263  -1.21
C 4.22729 0.61217 7.30638  -0.91
C 3.49128 1.96516 7.34163  -1.52
C 2.25160 2.05842 6.36496  2.14
N 2.69339 1.63467 5.07050  -0.01
O 1.78622 1.83825 4.03977  1.37
C 0.96285 1.29111 6.83481  -1.98
C 1.99836 3.56773 6.24012  -2.15
C 2.71529 -0.88991 5.03440  -1.44
H 4.63850 -0.52746 3.20130  0.53
H 4.70205 1.30670 3.40696  0.47
H 3.35713 0.51865 2.75428  -0.85
H 5.00932 -0.68925 5.85317  0.41
H 5.45138 1.03607 5.62812  0.35
H 5.10605 0.58614 7.95074  0.48
H 3.53285 -0.12125 7.71618  0.33
H 4.15391 2.82991 7.30667  0.44
H 3.14384 2.03234 8.37259  0.49
H 1.07102 0.31853 7.31492  0.37
H 0.40777 1.84575 7.59134  0.47
H 0.35605 1.08782 5.95245  0.41
H 1.07738 3.73757 5.68240  0.14
H 1.92255 4.01630 7.23064  0.56
H 2.76567 4.19711 5.78931  0.50
H 3.41389 -1.72427 5.09670  0.47
H 1.99789 -1.19636 4.27312  -0.27
H 2.22937 -0.81034 6.00684  0.35
H 2.20389 2.40539 3.38747  -0.35
C 8.38699 -0.91977 -2.74157  -2.09
C 7.92774 -0.95866 -1.26240  1.94
C 8.29214 -2.36627 -0.60174  -1.49
C 8.45123 -2.53986 0.91609  -0.26
C 9.33803 -1.41915 1.44067  -1.33
C 8.80061 -0.00290 0.94001  1.51
N 8.62862 0.05946 -0.51615  0.44
O 8.46152 1.38222 -0.98263  -0.40
C 7.45805 0.29772 1.59127  -1.69
C 9.86039 1.03443 1.46117  -2.07
C 6.41603 -0.76820 -1.30897  -1.20
H 8.19284 -1.84516 -3.28386  0.38
H 9.44614 -0.72050 -2.90464  0.46
H 7.96519 -0.10632 -3.33190  0.40
H 7.54855 -3.04661 -1.01681  0.38
H 9.27306 -2.63671 -0.99259  0.48
H 8.93866 -3.47002 1.20819  0.42
H 7.42652 -2.50088 1.28562  -0.07
H 10.39662 -1.55323 1.21814  0.28
H 9.21170 -1.30738 2.51754  0.50
H 6.91921 1.12778 1.13437  0.45
H 6.71578 -0.46981 1.81043  0.04
H 7.56264 0.63284 2.62319  0.65
H 10.17689 0.77192 2.47064  0.44
H 10.75651 1.06022 0.84116  0.47
H 9.42220 2.03018 1.39370  0.39
H 6.06484 0.26044 -1.22735  0.37
H 5.90124 -1.22953 -0.46620  0.03
H 5.93708 -1.18574 -2.19462  0.21
H 9.34981 1.53652 -1.31236  0.34
C 1.62464 -8.21306 0.96248  -1.60
C 2.49774 -7.49656 2.04673  1.47
C 3.99297 -7.46606 1.60240  -1.38
C 4.34733 -6.41078 0.62829  -0.73
C 3.99702 -4.98579 1.09775  -0.59
C 2.43918 -4.92154 1.43436  2.33
N 2.03084 -6.08398 2.30033  0.49
O 0.68397 -6.06770 2.86687  -0.48
C 2.27436 -3.58867 2.18090  -2.11
C 1.62546 -4.79750 0.13305  -1.32
C 2.45742 -8.37999 3.32088  -1.87
H 0.63824 -8.34832 1.40614  0.37
H 2.04071 -9.17315 0.65717  0.43
H 1.39100 -7.67334 0.04476  0.27
H 4.60113 -7.40724 2.50505  0.35
H 4.36934 -8.37592 1.13485  0.52
H 3.82688 -6.56967 -0.31616  0.23
H 5.41334 -6.49031 0.41520  0.46
H 4.20453 -4.29326 0.28200  -0.35
H 4.65945 -4.72823 1.92416  0.47
H 1.25480 -3.53945 2.56324  0.15
H 2.88764 -3.51602 3.07907  0.62
H 2.49803 -2.77641 1.48931  0.15
H 1.83358 -3.83838 -0.34117  -0.11
H 1.85245 -5.47257 -0.69209  0.27
H 0.54613 -4.90234 0.24325  0.59
H 2.81037 -7.70527 4.10079  0.48
H 3.03701 -9.30005 3.39617  0.32
H 1.44334 -8.60814 3.64908  0.33
H 0.81781 -5.68693 3.73791  0.31
C -5.99504 6.95328 -5.73007  -1.96
C -6.53424 5.77994 -4.91584  1.72
C -7.23047 4.79807 -5.93400  -1.38
C -7.54657 3.45537 -5.27163  -0.91
C -6.31406 2.79156 -4.67745  -0.48
C -5.54673 3.76713 -3.67596  1.64
N -5.30896 5.18001 -4.25005  0.30
O -4.70801 5.99486 -3.34639  -0.45
C -6.39416 3.72768 -2.30482  -1.53
C -4.07337 3.16863 -3.44232  -1.43
C -7.58890 6.27299 -3.95669  -1.69
H -4.99782 6.66417 -6.06185  0.46
H -6.65413 7.15449 -6.57459  0.41
H -5.76657 7.84690 -5.14925  0.38
H -8.15433 5.23172 -6.31679  0.46
H -6.58431 4.78938 -6.81179  0.45
H -8.35641 3.58211 -4.55317  0.29
H -7.93182 2.87347 -6.10893  0.47
H -5.70581 2.28229 -5.42497  0.43
H -6.63818 1.95662 -4.05623  -0.16
H -7.45783 3.96557 -2.31568  0.31
H -5.93540 4.34199 -1.53006  0.31
H -6.33779 2.72244 -1.88718  0.33
H -4.05311 2.20120 -2.94054  -0.12
H -3.45292 3.95270 -3.00829  0.28
H -3.66752 2.94969 -4.42997  0.40
H -8.33538 5.55587 -3.61521  0.32
H -7.13578 6.68155 -3.05344  0.32
H -8.16039 6.97927 -4.55890  0.49
H -3.78773 5.97930 -3.61925  0.35

The max |F| is 5.388 eV Å⁻¹. For the energy above the lowest of the compared OMol25 structures with the same formula, charge and spin, the calculation gives 7.4207 eV. The net charge is 0. The calculation puts the total energy at -4537.6294 hartree.